(1)
DFT (wB97M-V/def2-TZVPD) results for a single C5H6BNO2S molecule in a non-equilibrium geometry.

Geometry as XYZ:
```
16
Properties=species:S:1:pos:R:3
O 0.48601 1.66149 1.92160
B -0.14969 1.79287 0.75081
O -0.81975 2.90498 0.33337
C 0.01730 0.46802 -0.12909
C 1.12280 0.07222 -0.81077
N 1.26254 -1.20493 -1.34266
C 0.41293 -2.19758 -0.92586
C -0.69610 -1.88431 -0.23987
C -1.04132 -0.54737 0.20828
S -2.51675 -0.25712 0.91771
H -0.02856 1.81620 2.79022
H -0.83975 3.65672 1.01328
H 1.71625 0.87967 -1.08050
H 1.87207 -1.33685 -2.08930
H 0.70893 -3.10978 -1.20576
H -1.50691 -2.71421 -0.11147
```

Computed properties:
Structure (SMILES) ... OB(O)c1c[nH]ccc1=S
Energy relative to the best compared isomer or geometry (same formula, charge and spin) ... 0.000 eV
Spin multiplicity ... 1
Orbital gap (alpha / beta) ... 7.960 / 7.959 eV
Electronic energy ... -22380.4018 eV

(2)
DFT (wB97M-V/def2-TZVPD) results for a single C7H10ClN3O3S molecule in a non-equilibrium geometry.

Geometry as XYZ:
```
25
Properties=species:S:1:pos:R:3
C 3.40487 0.20243 -0.28859
C 2.19582 -0.50488 0.18592
N 1.05071 0.07696 0.46315
C 0.19866 -0.89686 0.85877
S -1.43387 -0.66284 1.33446
C -1.64363 1.06276 0.78065
C -2.29902 1.09563 -0.59755
O -1.44804 0.42123 -1.48514
C -2.58109 2.53694 -1.03715
Cl -1.07654 3.48770 -1.13421
C 0.86557 -2.11848 0.83386
N 0.41748 -3.38685 1.14386
O -0.72900 -3.48983 1.55601
O 1.20088 -4.31736 0.98102
N 2.14243 -1.83856 0.39326
H 3.74462 -0.21850 -1.23346
H 4.21047 0.10883 0.43863
H 3.16717 1.25228 -0.42660
H -2.26440 1.56903 1.51589
H -0.64577 1.49429 0.73270
H -3.27615 0.58097 -0.54165
H -1.78909 0.49179 -2.38303
H -3.23795 3.03426 -0.32493
H -3.03235 2.55644 -2.03047
H 2.85823 -2.53740 0.26456
```

Computed properties:
Structure (SMILES) ... Cc1nc(SC[C@H](O)CCl)c([N+](=O)[O-])[nH]1
Energy relative to the best compared isomer or geometry (same formula, charge and spin) ... 0.701 eV
Spin multiplicity ... 1
Orbital gap ... 8.194 eV
Electronic energy ... -41389.2806 eV

(3)
DFT (wB97M-V/def2-TZVPD) results for a single C3H5N3OS molecule in a non-equilibrium geometry.

Geometry as XYZ:
```
13
Properties=species:S:1:pos:R:3
N -2.21398 -0.53498 -0.08814
C -1.05512 -0.08910 -0.26482
C -0.45613 1.22750 -0.42036
C 0.97166 1.07003 -0.15429
O 1.85982 1.96266 0.08924
N 1.15324 -0.25262 0.04665
S 2.53091 -0.95392 -0.33654
N 0.01401 -0.93569 -0.01771
H -3.21690 0.03297 -0.20215
H -2.41343 -1.77003 0.13395
H -0.83284 2.24038 -0.43162
H 3.62124 -0.64707 0.65278
H 0.03753 -1.35011 0.99300
```

Computed properties:
Structure (SMILES) ... Nc1cc(=O)n(S)[nH]1
Energy relative to the best compared isomer or geometry (same formula, charge and spin) ... 5.083 eV
Spin multiplicity ... 1
Orbital gap ... 8.237 eV
Electronic energy ... -20540.5758 eV

(4)
DFT (wB97M-V/def2-TZVPD) results for C23H47IrNO2S2Si2 as an isolated structure in a non-equilibrium geometry.

Geometry as XYZ:
```
78
Properties=species:S:1:pos:R:3
O -0.54110 -3.18616 -2.62429
O 1.39053 -4.89341 -1.97395
C -1.79323 -3.07162 -1.94239
C -2.74849 -2.03394 -2.50027
H -1.59249 -2.85888 -0.87898
H -2.22357 -4.08522 -2.00052
H -2.57349 -1.05041 -2.05169
H -3.75678 -2.34320 -2.21141
H -2.69893 -1.96895 -3.59142
C 0.14501 -1.94727 -2.90499
C 0.63210 -1.97533 -4.33349
H 0.99467 -1.85300 -2.20981
H -0.51470 -1.08202 -2.72138
H 1.36409 -2.77754 -4.47634
H 1.09575 -1.01181 -4.57785
H -0.20345 -2.14479 -5.02303
C 2.81619 -5.04717 -2.09876
C 0.64087 -5.90457 -2.66638
C 3.37957 -4.04779 -3.07990
H 3.07594 -6.06748 -2.42426
H 3.24310 -4.88380 -1.10172
H 2.95053 -4.20961 -4.07421
H 4.46583 -4.16716 -3.16263
H 3.16519 -3.02343 -2.75863
C 0.72342 -5.80625 -4.16985
H -0.39298 -5.76673 -2.32580
H 0.99061 -6.89901 -2.33290
H 0.35101 -4.83017 -4.51210
H 0.08618 -6.58469 -4.60771
H 1.75081 -5.97000 -4.51945
H 0.49399 -3.42633 -0.94683
Ir -0.50363 -0.36090 1.55733
C 0.74748 -3.17320 0.15189
Si 0.46143 -4.71860 1.21383
H 1.82542 -2.93547 0.17100
H 0.20778 -2.25849 0.45829
C -1.16133 -5.55538 0.74042
C 0.55877 -4.39147 3.06979
C 1.83387 -5.99304 1.00304
C -1.60668 -1.79671 2.08111
Si -1.92008 -0.49933 3.46124
H -1.18335 -2.78142 2.32020
H -2.51244 -1.92919 1.46165
C -1.61328 -1.50240 5.04074
C -3.75248 -0.12811 3.22454
C -1.03739 1.14985 3.84674
H 1.59718 -6.87198 1.62107
H 2.78501 -5.57471 1.35776
H 1.96929 -6.32018 -0.03493
H -2.02385 -5.07163 1.22325
H -1.13555 -6.60935 1.06418
H -1.33652 -5.55121 -0.34644
H -0.02954 -3.55528 3.45813
H 1.60950 -4.19118 3.32162
H 0.24217 -5.30372 3.59696
H -4.28776 -1.06233 3.00848
H -3.91780 0.56870 2.39042
H -4.17066 0.31185 4.14090
H -1.73827 1.98487 3.73428
H -0.14869 1.35637 3.21027
H -0.69035 1.09933 4.88833
H -1.60620 -0.82741 5.90794
H -0.65079 -2.02912 5.00202
H -2.41647 -2.23779 5.17928
S -1.40329 0.76480 -0.14100
C 0.10126 1.53922 -0.07170
N 0.93673 1.00509 0.82804
C 2.01315 1.83212 1.20588
C 2.95508 1.55507 2.20076
C 3.79146 2.58562 2.62778
C 3.66692 3.87230 2.08321
C 2.73910 4.14702 1.06736
C 1.90759 3.12450 0.63023
S 0.54175 3.19621 -0.50299
H 2.96929 0.55108 2.62519
H 4.53458 2.39162 3.40219
H 4.28471 4.68795 2.46073
H 2.63388 5.13528 0.62395
```

Computed properties:
Energy relative to the best compared isomer or geometry (same formula, charge and spin) ... 0.000 eV
Spin multiplicity ... 5
Orbital gap (alpha / beta) ... 7.293 / 5.491 eV
Total charge ... +1
Electronic energy ... -70453.1411 eV

(5)
DFT (wB97M-V/def2-TZVPD) results for a 4-piece molecular cluster, C33H58BNO16P4 overall in a non-equilibrium geometry.

Geometry as XYZ:
```
113
Properties=species:S:1:pos:R:3
N 10.57958 -3.39070 -3.78274
P 9.73319 -4.10150 -2.55623
C 7.92446 -3.40895 -2.62342
C 7.64505 -2.24185 -3.78635
C 6.15158 -1.56126 -4.03443
C 4.93309 -2.09333 -3.05495
C 5.19930 -3.24614 -1.87298
C 6.70318 -3.93348 -1.62083
C 3.88254 -3.69848 -0.94618
O 3.94143 -3.85456 0.39344
C 2.47066 -3.89261 -1.82157
C 1.40559 -5.11983 -1.60409
C 0.02662 -5.32242 -2.52030
C -1.02197 -6.59463 -2.32376
B -0.17563 -8.01524 -2.58489
O -0.50793 -8.96865 -3.69563
O 1.01052 -8.42014 -1.75331
C -0.22781 -4.14043 -3.67019
C 0.84716 -2.88260 -3.90872
C 2.20500 -2.74206 -3.00072
C 3.35860 -1.54777 -3.19931
O 3.05459 -0.25246 -3.41919
H 10.93788 -4.13993 -4.41513
H 9.76621 -5.56471 -2.67832
H 10.36571 -3.80554 -1.27850
H 8.50668 -1.86694 -4.49155
H 6.00811 -0.76656 -4.88128
H 6.88622 -4.76884 -0.79055
H 1.66477 -5.90344 -0.75169
H -1.85323 -6.44688 -3.15671
H -1.54682 -6.55540 -1.27854
H 0.33589 -8.94628 -4.27032
H 1.68274 -8.71342 -2.45980
H -1.19012 -4.22683 -4.33549
H 0.62925 -2.10382 -4.75467
C -1.25811 -4.84233 7.53858
C -1.26852 -3.77365 6.45533
O -0.15954 -3.89274 5.57093
P -0.13940 -5.26276 4.64415
O -1.07254 -4.68266 3.55316
O 1.19921 -5.00012 3.68173
C 1.06950 -4.75761 2.27941
C 0.81665 -3.28333 1.98165
O 0.90319 -5.91089 5.86311
C 2.31982 -5.71160 5.81305
C 2.78643 -4.25515 5.84788
H -1.36922 -5.84151 7.10930
H -2.08108 -4.69237 8.24373
H -0.31286 -4.82967 8.09023
H -2.19900 -3.82433 5.88148
H -1.21540 -2.78432 6.91904
H 0.29342 -5.40001 1.84403
H 2.00759 -5.05705 1.80350
H 0.04171 -2.84196 2.61205
H 0.52699 -3.14484 0.93602
H 1.72832 -2.70141 2.17154
H 2.72603 -6.23872 4.94122
H 2.73615 -6.21871 6.68605
H 2.33184 -3.62616 5.07383
H 3.86876 -4.20945 5.69581
H 2.53602 -3.79537 6.81391
C 0.23744 0.54469 2.57507
C 0.31018 2.06324 2.64098
O 0.47868 2.65044 1.35530
P -0.79362 2.45329 0.31672
O -1.58908 3.66020 0.87184
O -0.29589 3.34885 -1.00136
C -0.94974 4.56767 -1.36068
C -0.38646 5.75903 -0.59290
O 0.09512 1.10483 -0.30351
C 1.07020 1.26929 -1.33851
C 2.24116 2.19568 -1.00556
H -0.64283 0.21489 2.01707
H 0.17381 0.11236 3.57809
H 1.11580 0.13355 2.06771
H -0.59284 2.46621 3.10984
H 1.16607 2.36072 3.25382
H -2.03618 4.47800 -1.23359
H -0.78576 4.72856 -2.42998
H -0.28580 5.57393 0.47871
H -1.01930 6.64063 -0.72978
H 0.62318 5.99420 -0.95501
H 0.56564 1.58166 -2.26090
H 1.47546 0.27633 -1.54448
H 1.93480 3.19381 -0.67191
H 2.86488 2.33753 -1.89297
H 2.85106 1.76759 -0.19805
C -3.58020 7.21166 0.75669
C -4.79766 8.12254 0.81753
O -5.53264 8.12096 -0.40147
P -6.25022 6.68248 -0.79150
O -7.50550 6.93526 0.07909
O -7.09104 7.08848 -2.17544
C -8.51927 7.13422 -2.19007
C -9.04654 8.48449 -1.71588
O -4.84773 6.40005 -1.76420
C -4.77327 6.86696 -3.11531
C -4.89362 8.38056 -3.30165
H -3.87426 6.16677 0.62737
H -2.99535 7.27852 1.67891
H -2.93777 7.47485 -0.08946
H -5.45502 7.82264 1.63949
H -4.47454 9.15047 1.00613
H -8.94067 6.30501 -1.60751
H -8.84516 6.97145 -3.22132
H -8.57106 8.83566 -0.79755
H -10.12621 8.43940 -1.54642
H -8.84375 9.25265 -2.47391
H -5.51383 6.33137 -3.72167
H -3.79817 6.55789 -3.49777
H -5.79255 8.81237 -2.84678
H -4.93380 8.62019 -4.36824
H -4.03420 8.89234 -2.84691
```

Computed properties:
Structure (SMILES) ... N=[PH2]c1ccc2c(c1)C(=O)c1cc(CB(O)O)ccc1C2=O.CCOP(=O)(OCC)OCC.CCOP(=O)(OCC)OCC.CCOP(=O)(OCC)OCC
Spin multiplicity ... 1
Orbital gap ... 6.879 eV
Electronic energy ... -107219.3503 eV

(6)
DFT (wB97M-V/def2-TZVPD) results for an isolated ion of composition C3H8N2O2 and charge -1 in a non-equilibrium geometry.

Geometry as XYZ:
```
15
Properties=species:S:1:pos:R:3
N 0.97860 0.33853 -0.84821
C 0.10284 0.15586 0.39110
C -0.70874 1.46250 0.32059
O 0.20604 2.58972 0.42778
C -0.70928 -1.14363 0.36542
N 0.12314 -2.26301 0.11839
O -1.93141 -1.08563 0.02807
H 0.42777 0.20233 -1.68857
H 1.60051 -0.46476 -0.80298
H 0.71415 0.18819 1.29960
H -1.32257 1.52631 1.22188
H -1.33188 1.44124 -0.55765
H 0.79534 2.30972 -0.30430
H 0.14853 -2.87344 -0.70345
H 0.90694 -2.38393 0.73233
```

Computed properties:
Energy relative to the best compared isomer or geometry (same formula, charge and spin) ... 1.381 eV
Spin multiplicity ... 2
Orbital gap (alpha / beta) ... 3.818 / 8.073 eV
Total charge ... -1
Electronic energy ... -10314.4876 eV

(7)
DFT (wB97M-V/def2-TZVPD) results for C3H5NOS as an isolated structure in a non-equilibrium geometry.

Geometry as XYZ:
```
11
Properties=species:S:1:pos:R:3
C -0.79722 0.11846 0.88514
C -1.94899 -1.61244 -0.38763
C 0.08312 0.81081 0.03871
N -1.24780 -0.96361 0.33903
O 1.55477 -1.58864 0.57030
S 2.07827 -0.31812 0.06082
H -0.77728 0.04709 1.97029
H -1.49584 -2.51616 -0.76512
H -0.08939 0.88566 -1.09312
H 0.46297 1.67122 0.44576
H 1.71436 -0.30449 -1.37399
```

Computed properties:
Energy relative to the best compared isomer or geometry (same formula, charge and spin) ... 5.708 eV
Spin multiplicity ... 1
Orbital gap (alpha / beta) ... 7.401 / 7.401 eV
Electronic energy ... -17559.5589 eV

(8)
DFT (wB97M-V/def2-TZVPD) results for C15H29O2PtSi as an isolated structure in a non-equilibrium geometry.

Geometry as XYZ:
```
48
Properties=species:S:1:pos:R:3
Pt -0.00542 1.05104 0.52688
C -3.52062 -1.00783 -0.85916
C -2.68482 -0.37352 0.21298
C -2.43233 1.02607 0.18626
C -1.88965 1.72880 1.29291
C -1.31703 0.97470 2.35842
C -1.41252 -0.40787 2.29712
C -2.15981 -1.06854 1.26639
H -3.48769 -0.44292 -1.78925
H -4.56356 -1.03429 -0.53449
H -3.22017 -2.03610 -1.05135
H -2.79518 1.58881 -0.66692
H -1.94218 2.80905 1.34096
H -0.89051 1.46555 3.22261
H -0.98944 -0.98934 3.10734
H -2.32225 -2.13705 1.34514
C 2.94229 -0.13271 -0.25379
O 2.03684 0.98325 -0.08686
C 2.57973 2.24753 -0.54375
C 1.59971 3.28441 -0.08761
O 0.24995 2.83213 -0.43396
C -0.05153 2.91842 -1.87008
H 3.88514 0.09550 0.24040
H 3.09757 -0.32092 -1.31544
H 2.47916 -0.98714 0.23148
H 2.68009 2.19593 -1.62897
H 3.56088 2.41231 -0.09690
H 1.77861 4.25874 -0.54180
H 1.59261 3.39278 0.99544
H 0.21354 3.92316 -2.19286
H -1.12106 2.77098 -1.97274
H 0.50183 2.16639 -2.42684
C -0.32639 -5.98283 0.22089
Si 1.45038 -5.28322 0.03130
C 2.59106 -5.73181 1.40230
C 2.13030 -5.54996 -1.67385
C 0.86777 -3.51704 0.15031
H -0.06629 -7.04463 0.10717
H -1.01570 -5.69198 -0.56714
H -0.75907 -5.82556 1.20526
H 2.76566 -6.81125 1.36637
H 2.19441 -5.50797 2.39349
H 3.56540 -5.25500 1.28631
H 2.21609 -6.63343 -1.80581
H 3.13518 -5.13788 -1.76613
H 1.49685 -5.17162 -2.47569
H 0.92583 -2.89578 1.04579
H 0.36365 -3.03470 -0.68871
```

Computed properties:
Energy relative to the best compared isomer or geometry (same formula, charge and spin) ... 4.616 eV
Spin multiplicity ... 1
Orbital gap (alpha / beta) ... 6.682 / 6.681 eV
Total charge ... +3
Electronic energy ... -31212.0647 eV